# 1
Below is C10H27ClIIrN2O2P2 as an isolated structure, with properties calculated with ωB97M-V/def2-TZVPD.

Structure (XYZ):
```
46
C10H27ClIIrN2O2P2 (ωB97M-V/def2-TZVPD)
C -0.0054 0.4716 -7.3920
C -0.0013 1.0406 -6.0007
H -0.0025 1.2881 -8.1187
H -0.8899 -0.1593 -7.5165
H 0.8739 -0.1663 -7.5181
O 0.0075 2.1800 -5.6724
I -0.0137 -0.5853 -4.4586
Ir -0.0121 -0.3702 0.4367
P 2.3001 -0.5016 0.3444
C 3.2624 0.7017 1.3359
C 2.9662 -2.1224 0.8779
H 4.0518 -2.1691 0.7387
H 4.0672 -0.4600 -1.3526
H 2.4777 -2.9004 0.2856
H 2.4938 -1.0348 -1.9940
H 2.9970 0.5961 2.3914
H 2.7238 -2.2818 1.9319
C 2.9828 -0.3047 -1.3440
H 4.3386 0.5409 1.2134
H 2.7525 0.6991 -1.7106
H 3.0083 1.7172 1.0198
P -2.3261 -0.4673 0.3471
C -3.2696 0.7518 1.3373
C -3.0076 -0.2637 -1.3410
H -2.5405 -2.8632 0.2917
H -4.1020 -2.1075 0.7475
H -2.7732 -2.2390 1.9379
C -3.0156 -2.0772 0.8842
H -2.5281 -1.0005 -1.9904
H -4.0938 -0.4053 -1.3488
H -4.3481 0.6084 1.2142
H -2.9988 1.7628 1.0210
H -2.7649 0.7369 -1.7089
H -3.0066 0.6424 2.3930
Cl -0.0270 -2.2151 -1.0759
C 0.2234 2.8235 3.9752
N 0.0324 1.3960 4.0934
C -0.0465 0.5503 3.0292
N -0.1719 -0.7828 3.2429
O 0.0077 0.9703 1.8754
H 0.2848 3.1538 2.9184
H 1.1691 3.1032 4.4870
H -0.6204 3.3474 4.4695
H -0.0167 1.0049 5.0473
H -0.2248 -1.4469 2.4562
H -0.2144 -1.1644 4.1996
```

The expectation value of S² is 6.02. As for the charge: +2. The HOMO-LUMO gap (spin up / spin down) comes out at 6.68 / 3.94 eV. The value obtained for the total energy is -2201.49511 Ha. The spin multiplicity is 5.



# 2
Below is C10H27KO8S2 as an isolated structure, with properties calculated with ωB97M-V/def2-TZVPD.

Structure (XYZ):
```
48
C10H27KO8S2 (ωB97M-V/def2-TZVPD)
K -1.7442 0.8098 0.1440
C -0.1007 -3.5539 1.7298
C -0.3789 -2.2656 0.9510
C 0.1320 -2.3661 -0.5095
O -1.6414 -1.7592 1.0978
H -0.6550 -4.4551 1.4585
H -0.2896 -3.4139 2.8020
H 0.9717 -3.7847 1.7668
H 0.4124 -1.5962 1.3668
H -0.0139 -1.3576 -0.9069
H -0.3659 -3.1016 -1.1424
H 1.2191 -2.4840 -0.5188
C -3.2235 0.0278 3.7309
O -2.0973 0.4088 2.9764
H -3.6109 0.9104 4.2421
H -4.0636 -0.2896 3.1008
H -3.0093 -0.7933 4.4158
H -1.6459 -0.3844 2.6222
O 0.8574 0.2192 -4.3343
S -0.5382 0.3275 -3.9736
O -0.9435 0.3587 -2.5833
O -1.2058 1.6015 -4.7613
C -1.9179 2.5851 -3.9622
C -2.6280 3.3680 -5.0830
C -1.4226 -1.0149 -4.8011
H -1.3357 3.2115 -3.2915
H -2.7309 2.1492 -3.3786
H -3.1294 2.6822 -5.7645
H -1.9041 3.8686 -5.7265
H -3.3583 4.0676 -4.6769
H -1.0987 -1.9646 -4.3873
H -1.1169 -0.9086 -5.8421
H -2.5002 -0.8753 -4.7792
O 2.3094 2.8480 2.4721
S 1.6878 1.6062 2.1441
O 0.6739 1.6971 1.1316
O 2.8434 0.5398 1.7032
C 4.1053 0.6971 2.3540
C 5.0287 -0.4479 1.9234
C 1.1187 0.8244 3.7030
H 4.0223 0.6158 3.4393
H 4.4934 1.6513 2.0009
H 4.9770 -0.5097 0.8347
H 4.5623 -1.3777 2.2632
H 6.0517 -0.4735 2.2844
H 0.7439 -0.1202 3.3131
H 0.4309 1.5197 4.1693
H 2.0291 0.7021 4.2817
```

The HOMO-LUMO gap comes out at 6.54 eV. The value obtained for the total energy is -2395.38040 Ha. For the relative energy (zero: lowest compared OMol25 entry of this formula, charge and spin), the calculation gives 54.4 kJ/mol. The spin multiplicity is 1.



# 3
Below is C10H27KO8S2 as an isolated structure, with properties calculated with ωB97M-V/def2-TZVPD.

Structure (XYZ):
```
48
C10H27KO8S2 (ωB97M-V/def2-TZVPD)
K -22.7607 -10.7633 -9.1867
C -25.8595 -9.9414 -7.7812
C -25.1937 -10.6187 -6.5756
C -26.2384 -11.3146 -5.6874
O -24.1380 -11.4390 -6.8762
H -25.1559 -9.3161 -8.3526
H -26.6803 -9.2928 -7.4659
H -26.1868 -10.6648 -8.5446
H -24.8278 -9.7274 -6.0181
H -26.4958 -12.2535 -6.1795
H -27.0545 -10.6181 -5.4839
H -25.7566 -11.5606 -4.7407
C -26.2795 -10.8603 -11.4823
O -24.8886 -10.7662 -11.2388
H -26.8613 -9.9992 -11.1442
H -26.4755 -11.0135 -12.5480
H -26.6736 -11.7080 -10.9248
H -24.5240 -9.9772 -11.6494
O -22.4928 -15.5311 -11.2057
S -22.7617 -14.1721 -11.5926
O -22.4695 -13.0897 -10.6896
O -21.9672 -13.8670 -12.9639
C -21.8011 -12.5047 -13.3483
C -20.4292 -11.9676 -12.9227
C -24.4416 -14.0686 -12.2470
H -22.5754 -11.8424 -12.9516
H -21.8904 -12.4540 -14.4334
H -19.6576 -12.7207 -13.0766
H -20.4265 -11.6722 -11.8764
H -20.1787 -11.1293 -13.5759
H -24.6831 -13.0093 -12.3233
H -25.1687 -14.5490 -11.5970
H -24.4260 -14.5557 -13.2169
O -19.0222 -13.9916 -7.0017
S -20.1761 -13.6877 -7.8246
O -20.7601 -12.3663 -7.8038
O -19.8128 -14.0365 -9.3547
C -19.0308 -15.1996 -9.6363
C -18.1278 -14.8535 -10.8291
C -21.4286 -14.9318 -7.4899
H -19.6684 -16.0473 -9.8788
H -18.3914 -15.4336 -8.7820
H -17.7168 -13.8562 -10.6525
H -18.7608 -14.7576 -11.7111
H -17.2719 -15.5185 -10.9062
H -22.0435 -14.9895 -8.3860
H -22.0145 -14.6394 -6.6249
H -20.8718 -15.8596 -7.3883
```

The HOMO-LUMO gap comes out at 5.36 eV. The value obtained for the total energy is -2395.37735 Ha. For the relative energy (zero: lowest compared OMol25 entry of this formula, charge and spin), the calculation gives 62.4 kJ/mol. The spin multiplicity is 1.



# 4
Below is a 3-piece molecular cluster, C10H28BNO8P3S3 overall, with properties calculated with ωB97M-V/def2-TZVPD.

Structure (XYZ):
```
54
C10H28BNO8P3S3 (ωB97M-V/def2-TZVPD)
C 2.9544 3.2865 3.3442
C 2.6830 3.6618 1.8774
B 2.8003 2.4449 0.9426
O 3.8495 2.1508 0.1938
S 1.3391 1.1619 0.7946
P -0.3651 2.1017 1.6507
P -1.9098 1.0240 0.5104
O -1.6302 -0.4020 0.4369
O -2.0997 1.7097 -0.8756
O -3.2353 1.3786 1.3054
P 1.9963 -0.5556 2.0117
N 1.3665 -1.9041 1.6480
H 2.5275 4.0081 4.0263
H 4.0201 3.2636 3.5203
H 2.5494 2.3152 3.6191
H 1.7365 4.1770 1.7645
H 3.4501 4.3547 1.5494
H 3.5516 1.6808 -0.6023
H -0.5017 1.4798 2.9037
H -1.9560 2.6651 -0.9051
H -3.0939 1.2970 2.2547
H 3.3808 -0.4817 1.7847
H 1.8113 -0.0921 3.3262
H 0.6671 -1.8918 0.9152
C -2.1462 -4.0752 0.7036
C -2.8823 -5.4175 0.8385
C -3.5655 -5.4265 2.2139
S -3.9008 -3.7036 2.6115
O -3.1101 -3.3262 3.7585
O -5.3188 -3.4604 2.5831
C -3.1376 -3.0083 1.1544
H -1.8084 -3.8959 -0.3158
H -1.2700 -4.0686 1.3561
H -3.6334 -5.5022 0.0518
H -2.2045 -6.2628 0.7356
H -4.5059 -5.9700 2.2127
H -2.9125 -5.8205 2.9895
H -2.6739 -2.0634 1.4112
H -3.9195 -2.8534 0.4117
C 2.0462 1.9043 -5.1710
C 1.2908 0.6341 -4.7515
C 1.1622 0.6631 -3.2217
S 1.1537 2.4033 -2.7634
O 2.3364 2.6922 -1.9661
O -0.1421 2.7711 -2.2503
C 1.3917 3.0529 -4.4074
H 1.9976 2.0682 -6.2447
H 3.0982 1.8223 -4.8913
H 0.2984 0.6315 -5.2031
H 1.8020 -0.2675 -5.0809
H 0.2403 0.2083 -2.8674
H 2.0171 0.1943 -2.7365
H 1.9993 3.9530 -4.3529
H 0.4058 3.2894 -4.8051
```

As for the charge: +1. The HOMO-LUMO gap comes out at 7.89 eV. The value obtained for the total energy is -3297.83082 Ha. The spin multiplicity is 1.



# 5
Below is C10H28ClI2OP2W as an isolated structure, with properties calculated with ωB97M-V/def2-TZVPD.

Structure (XYZ):
```
45
C10H28ClI2OP2W (ωB97M-V/def2-TZVPD)
I 0.2025 1.6655 -5.1825
I -0.4777 3.4178 -3.2064
W -0.0220 -0.6933 -0.5931
P -2.3976 -0.1013 -0.8404
C -3.3223 1.0058 0.2883
C -3.0135 0.2900 -2.5273
H -4.1108 0.1849 -2.5458
H -4.1730 -1.7199 -0.6152
H -2.5444 -0.4054 -3.2399
H -2.6352 -2.5210 -1.1338
H -3.0581 2.0465 0.0434
H -2.7141 1.3228 -2.7712
C -3.0812 -1.7708 -0.4591
H -4.4019 0.8470 0.1255
H -2.8705 -2.0191 0.5968
H -3.0594 0.7659 1.3310
P 2.2539 -0.0681 -0.8185
C 3.2655 1.0415 0.2453
C 2.9558 -1.7506 -0.4885
H 2.3890 -0.3865 -3.2271
H 3.9524 0.2225 -2.5614
H 2.5446 1.3357 -2.7721
C 2.8552 0.3118 -2.5175
H 2.5338 -2.4912 -1.1880
H 4.0433 -1.6746 -0.6479
H 4.3378 0.8961 0.0315
H 3.0597 0.8146 1.3028
H 2.7743 -2.0566 0.5566
H 2.9895 2.0825 0.0144
Cl -0.0534 -1.4405 -2.8013
C -0.7665 1.8619 2.8168
C 0.1972 1.1724 1.8842
O -0.4520 -0.0087 1.3295
C -0.0430 -1.3700 1.7353
C 1.0202 -1.4257 2.8572
H -1.6290 2.2356 2.2761
H -0.2890 2.7301 3.2666
H -1.0563 1.2260 3.6478
H 0.4457 1.8252 1.0455
H 1.1039 0.8866 2.4384
H -0.9078 -1.9217 2.1249
H 0.3759 -1.9191 0.8187
H 0.6622 -0.9102 3.7500
H 1.1377 -2.4872 3.1102
H 1.9786 -1.0473 2.4999
```

The expectation value of S² is 2.03. As for the charge: +3. The HOMO-LUMO gap (spin up / spin down) comes out at 4.28 / 4.50 eV. The value obtained for the total energy is -2277.31536 Ha. For the relative energy (zero: lowest compared OMol25 entry of this formula, charge and spin), the calculation gives 0.0 kJ/mol. The spin multiplicity is 3.



Question: What is the total energy in the third record?
Answer: -2395.37735 Ha